# 1
The following is a quantum chemistry calculation of a single C4H11NO molecule, from the Open Molecules 2025 dataset.

CARTESIAN COORDINATES (ANGSTROEM)
1 N -0.670 1.464 -1.814
2 C -0.482 0.027 -1.816
3 C 0.235 -0.510 -0.568
4 C -0.209 0.159 0.736
5 C 0.664 -0.225 1.900
6 O 0.706 -1.633 2.063
7 H -0.960 1.787 -2.722
8 H -1.225 1.769 -1.036
9 H -1.453 -0.476 -1.955
10 H 0.112 -0.434 -2.606
11 H 1.304 -0.304 -0.633
12 H -0.018 -1.535 -0.424
13 H -1.256 -0.088 0.938
14 H -0.163 1.246 0.638
15 H 0.302 0.356 2.767
16 H 1.677 0.202 1.865
17 H 1.438 -1.804 2.667

- Max |F|: 1.929 eV/Å
- Frontier orbital gap: 9.941 eV
- SMILES: NCCCCO
- HOMO level: -8.96 eV

***

# 2
The following is a quantum chemistry calculation of 40 unconnected molecules or ions with the total composition H80O40, from the Open Molecules 2025 dataset.

CARTESIAN COORDINATES (ANGSTROEM)
1 H -3.093 3.055 -2.602
2 H -1.677 3.361 -2.615
3 O -2.491 3.580 -2.037
4 H 2.701 -0.446 -4.068
5 H 4.030 -1.100 -4.395
6 O 3.576 -0.319 -4.476
7 H 0.606 -2.840 5.910
8 H 1.166 -2.566 4.339
9 O 1.011 -2.170 5.257
10 H -5.032 -1.157 3.760
11 H -3.791 -1.514 4.446
12 O -4.166 -1.548 3.655
13 H -2.171 -1.931 -2.475
14 H -2.098 -0.762 -1.549
15 O -1.808 -1.069 -2.481
16 H 5.395 1.510 1.991
17 O 5.895 1.459 2.766
18 H 2.789 4.584 -2.994
19 O 2.865 4.664 -3.926
20 H 2.001 -0.745 5.238
21 H 3.330 -0.739 5.729
22 O 2.693 -0.206 5.381
23 H -1.509 -5.705 3.573
24 H -2.553 -5.000 2.580
25 O -2.472 -5.738 3.139
26 H 0.051 2.337 -6.176
27 H 1.470 1.741 -5.450
28 O 0.972 1.859 -6.211
29 H -0.620 5.246 2.124
30 H -0.630 4.834 3.648
31 O -0.170 5.047 2.864
32 H 2.871 -3.525 -3.731
33 O 3.581 -2.931 -3.949
34 H -4.488 -2.144 1.040
35 H -5.262 -2.779 2.350
36 O -4.726 -2.972 1.501
37 H 2.655 2.880 1.670
38 H 1.495 2.220 2.278
39 O 2.409 2.307 2.393
40 H 3.787 -0.340 -1.090
41 H 3.841 -1.737 -0.775
42 O 4.392 -1.120 -1.123
43 H 3.657 3.543 -0.714
44 H 4.297 2.366 -0.969
45 O 4.150 3.255 -1.281
46 H -2.638 0.951 2.356
47 H -2.501 1.727 1.189
48 O -2.769 1.882 2.126
49 H 1.448 1.555 -1.558
50 H 1.062 0.400 -0.718
51 O 1.773 0.919 -0.874
52 H -3.629 -4.666 0.699
53 O -2.723 -4.557 0.668
54 H 0.182 -1.812 -1.758
55 H 1.111 -1.991 -2.661
56 O 0.617 -2.623 -1.931
57 H 1.742 -2.812 2.287
58 O 1.046 -2.398 2.209
59 H -2.151 -1.852 0.589
60 H -2.821 -2.976 1.466
61 O -2.121 -2.177 1.543
62 H -3.662 0.960 -3.282
63 H -3.570 1.361 -4.757
64 O -3.507 1.817 -3.842
65 H 2.045 -4.935 -0.003
66 H 2.484 -4.195 1.270
67 O 2.062 -5.063 0.978
68 H 4.124 5.065 0.329
69 H 2.681 5.540 0.947
70 O 3.315 4.874 0.626
71 H 2.616 -0.199 3.400
72 H 1.846 -0.360 2.000
73 O 2.536 -0.646 2.557
74 H -2.160 -3.927 4.458
75 H -2.136 -3.131 3.285
76 O -1.515 -3.663 3.819
77 H -3.953 -3.205 -2.265
78 H -4.771 -2.454 -3.675
79 O -3.991 -2.531 -3.138
80 H -4.380 -0.262 -0.480
81 H -4.891 -1.109 -1.601
82 O -4.112 -0.736 -1.271
83 H -0.595 2.185 -2.957
84 H -1.054 1.341 -2.039
85 O -0.829 1.315 -2.927
86 H -2.996 -1.376 -5.481
87 H -2.238 -0.832 -4.283
88 O -2.264 -0.838 -5.215
89 H 0.998 4.422 -3.709
90 O 0.799 3.424 -3.331
91 H -5.977 2.868 2.347
92 H -4.422 2.667 2.499
93 O -5.302 2.249 2.460
94 H -2.266 -5.191 0.023
95 H 5.231 1.687 3.520
96 H 0.363 -2.737 2.798
97 H 3.639 4.210 -4.174
98 H 3.987 -2.384 -3.327
99 H 1.701 3.345 -2.794
100 O -0.844 2.052 3.984
101 H -0.816 1.357 3.393
102 H -0.540 2.831 3.761
103 O 1.613 5.561 -0.986
104 H 0.672 5.282 -1.022
105 H 1.627 6.015 -1.884
106 O -0.460 -0.135 1.956
107 H 0.406 -0.399 2.517
108 H -1.108 -0.865 1.879
109 O -0.704 3.283 1.268
110 H -0.899 2.345 1.528
111 H -1.596 3.642 1.189
112 O 4.289 -2.887 1.898
113 H 3.852 -2.678 2.820
114 H 4.473 -1.906 1.805
115 O 0.154 -3.804 -4.349
116 H -0.789 -3.476 -4.777
117 H 0.395 -3.106 -3.745
118 O -1.611 0.400 -0.032
119 H -1.979 1.293 -0.123
120 H -0.680 0.599 0.304

- Max |F|: 14.866 eV/Å
- Frontier orbital gap: 9.588 eV
- HOMO level: -10.60 eV

***

# 3
The following is a quantum chemistry calculation of 3 unconnected molecules or ions with the total composition C6H12N2, from the Open Molecules 2025 dataset.

CARTESIAN COORDINATES (ANGSTROEM)
1 C -0.008 -1.709 -1.454
2 C -0.163 0.708 -1.401
3 N -0.721 -2.301 -0.534
4 H -0.756 -1.490 0.821
5 H -1.669 -2.484 -0.859
6 H 1.057 -1.595 -1.288
7 H -0.358 -1.618 -2.479
8 H -1.205 0.988 -1.268
9 H 0.514 1.528 -1.184
10 H 0.028 0.433 -2.435
11 C 1.524 -0.069 1.076
12 C 0.080 0.352 0.989
13 N -0.830 -0.559 1.382
14 C -0.211 1.724 1.208
15 C -0.464 2.898 1.298
16 H -1.779 -0.207 1.422
17 H 2.157 0.574 0.468
18 H 1.856 0.001 2.116
19 H 1.637 -1.107 0.766
20 H -0.687 3.934 1.355

- Max |F|: 1.278 eV/Å
- Frontier orbital gap (spin up / spin down): 7.546 / 7.545 eV
- HOMO level (spin up / spin down): -7.26 / -7.26 eV

***

# 4
The following is a quantum chemistry calculation of 2 unconnected molecules or ions with the total composition C2H3F3, from the Open Molecules 2025 dataset.

CARTESIAN COORDINATES (ANGSTROEM)
1 C 0.173 0.768 0.219
2 C -0.478 -0.553 -0.117
3 F -0.769 1.681 -0.056
4 F -1.129 -0.402 -1.304
5 F -1.199 -1.226 0.645
6 H 0.957 1.023 -0.413
7 H 0.541 0.824 1.348
8 H 1.905 -2.114 -0.323

- Max |F|: 4.680 eV/Å
- Frontier orbital gap (spin up / spin down): 8.522 / 11.336 eV
- HOMO level (spin up / spin down): -8.92 / -11.09 eV

***

# 5
The following is a quantum chemistry calculation of a single CH3N2PS molecule, from the Open Molecules 2025 dataset.

CARTESIAN COORDINATES (ANGSTROEM)
1 C -1.042 0.453 0.242
2 N -0.629 -0.649 -0.521
3 N 0.505 -0.962 -0.729
4 P 1.960 -0.293 -0.736
5 S 0.127 1.676 0.943
6 H -1.696 0.979 -0.313
7 H -1.519 0.119 1.086
8 H 2.294 -1.322 0.028

- Max |F|: 4.856 eV/Å
- Frontier orbital gap (spin up / spin down): 6.381 / 6.380 eV
- HOMO level (spin up / spin down): -8.21 / -8.21 eV

***

# 6
The following is a quantum chemistry calculation of a single C13H14ClNO2 molecule, from the Open Molecules 2025 dataset.

CARTESIAN COORDINATES (ANGSTROEM)
1 C -1.338 -2.888 -0.910
2 C -0.349 -1.838 -1.176
3 C 0.352 -1.168 0.030
4 C 1.271 0.074 -0.312
5 C 2.285 0.313 0.822
6 N 3.149 0.413 1.552
7 C 0.546 1.418 -0.542
8 C 0.310 2.287 0.539
9 C -0.211 3.576 0.324
10 C -0.670 4.076 -0.987
11 Cl -1.289 5.736 -1.191
12 C -0.525 3.159 -2.017
13 C 0.216 1.864 -1.840
14 O 1.045 -2.183 0.772
15 C 0.610 -2.150 2.104
16 C -0.768 -1.580 2.031
17 O -0.628 -0.670 0.896
18 H -2.106 -2.588 -0.235
19 H -0.844 -3.819 -0.579
20 H -1.896 -3.235 -1.840
21 H -0.812 -0.958 -1.683
22 H 0.430 -2.123 -1.851
23 H 1.832 -0.145 -1.223
24 H 0.432 1.937 1.595
25 H -0.352 4.090 1.240
26 H -0.838 3.549 -2.903
27 H 0.536 1.255 -2.696
28 H 1.298 -1.680 2.815
29 H 0.642 -3.171 2.393
30 H -0.920 -1.115 2.934
31 H -1.408 -2.438 1.937

- Max |F|: 3.740 eV/Å
- Frontier orbital gap: 9.974 eV
- SMILES: CCC1([C@H](C#N)c2ccc(Cl)cc2)OCCO1
- HOMO level: -9.31 eV

***

# 7
The following is a quantum chemistry calculation of 4 unconnected molecules or ions with the total composition CH9O3S, from the Open Molecules 2025 dataset.

CARTESIAN COORDINATES (ANGSTROEM)
1 C -0.471 0.866 0.971
2 S 0.456 -0.185 -0.181
3 H -0.673 0.422 1.960
4 H 0.045 1.792 1.248
5 H -1.517 1.132 0.685
6 H 1.991 3.494 -0.747
7 H 1.754 1.961 -0.566
8 O 1.996 2.655 -1.208
9 H -2.398 -0.765 -1.204
10 H -1.688 -0.582 -2.446
11 O -2.542 -0.927 -2.147
12 H 1.066 -2.484 2.678
13 H 0.394 -1.632 1.920
14 O 0.103 -2.348 2.562

- Max |F|: 2.782 eV/Å
- Total charge: -1
- Frontier orbital gap: 7.107 eV
- HOMO level: -3.28 eV

***

# 8
The following is a quantum chemistry calculation of a single C4H10S2 molecule, from the Open Molecules 2025 dataset.

CARTESIAN COORDINATES (ANGSTROEM)
1 C 1.834 -0.476 -2.506
2 C 0.912 -0.767 -1.351
3 C -0.283 0.215 -1.414
4 S -1.389 0.426 -0.025
5 S -0.658 -0.184 1.742
6 C 1.060 0.378 2.091
7 H 2.556 0.344 -2.405
8 H 2.572 -1.349 -2.551
9 H 1.520 -0.275 -3.534
10 H 0.505 -1.784 -1.462
11 H 1.432 -0.499 -0.417
12 H 0.000 1.231 -1.691
13 H -0.885 -0.127 -2.271
14 H 1.738 -0.120 1.453
15 H 1.106 1.455 1.955
16 H 1.274 -0.071 3.079

- Max |F|: 3.498 eV/Å
- Frontier orbital gap: 8.727 eV
- SMILES: CCCSSC
- HOMO level: -7.91 eV

***

Calculated ΔE to the lowest compared entry with this formula, charge and spin in order - 124.07, 1831.48, 561.41, 574.44, 434.28, 0.00, 89.70, 114.94 kJ/mol